Entry 1:
The following is a quantum chemistry calculation of a structure of composition C10H21F2HgN2O14S2, from the Open Molecules 2025 dataset.

```
52
C10H21F2HgN2O14S2 ωB97M-V/def2-TZVPD
Hg -0.9616 -0.8403 2.0405
N 0.1700 -4.4913 0.4513
S -0.2408 -5.5300 -0.5188
O -1.1766 -6.5992 -0.1917
O 0.6889 -5.7853 -1.6602
F -1.3466 -4.5675 -1.2466
S 1.3612 -5.5756 0.9796
O 2.6457 -5.5971 0.2600
O 0.9006 -6.7244 1.8043
F 1.6089 -4.4103 2.0357
C -6.1814 0.4348 1.0224
O -6.2917 1.2829 0.1466
O -5.2131 -0.3137 1.2228
O -7.2855 0.0856 1.4464
C -2.7764 -3.2847 6.6759
O -1.9756 -3.5852 7.5436
O -2.7410 -2.5092 5.7126
O -4.0026 -3.5981 6.9132
C 0.5481 2.7850 4.9088
C 0.1176 3.5745 3.6994
O -1.0513 2.8645 3.0847
O 0.6662 1.3113 4.5848
H -0.2991 2.8342 5.5929
H 1.5058 3.0220 5.3719
H 0.9000 3.6738 2.9469
H -0.2106 4.5931 3.9060
H -1.4909 3.0851 2.2602
H 0.7772 0.8217 5.4031
C 3.6626 0.6371 0.0375
O 2.4829 0.3174 -0.7796
C 2.4182 0.9039 -2.0740
C 1.2686 0.2937 -2.8808
N -0.0700 0.7901 -2.4246
C -0.5046 2.0115 -3.0494
C -0.3603 2.0141 -4.5909
O 0.8494 2.5941 -4.9523
C 1.1730 2.5204 -6.3412
H 4.0685 -0.2526 0.5190
H 3.3262 1.4474 0.6842
H 4.4652 0.9407 -0.6347
H 3.3967 0.7119 -2.5142
H 2.3995 1.9909 -2.1526
H 1.4319 -0.7820 -2.8147
H 1.4810 0.4241 -3.9419
H -0.8231 0.1488 -2.6287
H -0.1215 2.9193 -2.5832
H -1.5806 2.1405 -2.9328
H -1.1196 2.6047 -5.1036
H -0.4480 1.0544 -5.1001
H 2.1385 3.0198 -6.4221
H 0.4093 3.0359 -6.9235
H 1.4113 1.5570 -6.7919
```

Output
- HOMO level (eV) = 2.13
- orbital gap (eV) = 1.970
- net charge = -3
- strongest force on any atom (eV/A) = 12.452


Entry 2:
The following is a quantum chemistry calculation of a cluster of 2 separate species, C8H20N2O3S in total, from the Open Molecules 2025 dataset.

```
34
C8H20N2O3S ωB97M-V/def2-TZVPD
C -2.4614 -0.3207 2.2346
C 0.2690 -1.5567 -2.0273
C -1.1922 2.2863 1.4837
C 3.5168 0.3443 0.1675
C -1.5239 -0.2788 1.0047
C 1.7446 -0.8853 -1.7093
C -0.5110 0.9346 1.1941
C 1.5808 -0.3644 -0.2363
N -2.2789 -0.1368 -0.2294
N 2.0296 0.1337 -2.6116
O 1.3522 2.3360 -0.0480
O 0.3881 0.6191 2.1658
O 1.3204 -1.3583 0.6324
S 0.4986 1.1534 -0.3431
H -2.6789 0.6060 2.6690
H -1.9987 -0.9005 2.9395
H -3.4990 -0.6769 1.7971
H -0.4324 -0.7018 -1.7820
H -0.0946 -2.3779 -1.4698
H 0.3659 -1.7371 -3.0469
H -0.3948 3.0342 1.2922
H -1.5482 2.6016 2.4499
H -1.9987 2.5309 0.8329
H 4.1561 -0.4647 -0.3745
H 3.5622 1.3905 -0.1552
H 3.5861 0.2053 1.2346
H -0.9888 -1.1985 0.9361
H 2.4951 -1.7399 -1.8597
H -3.1188 -0.7369 -0.2477
H -2.5295 0.7855 -0.4923
H 1.8101 0.9116 -2.1139
H 3.0460 0.1799 -2.8741
H 0.9261 1.5314 2.3589
H 1.4194 -1.1530 1.5421
```

Output
- HOMO level (eV) = -8.40
- orbital gap (eV) = 8.981
- net charge = 0
- energy above the lowest of the compared OMol25 structures with the same formula, charge and spin (kcal/mol) = 0.00
- strongest force on any atom (eV/A) = 5.173


Entry 3:
The following is a quantum chemistry calculation of a structure of composition C30H39F3O3SSb2Se4SiZn, from the Open Molecules 2025 dataset.

```
84
C30H39F3O3SSb2Se4SiZn ωB97M-V/def2-TZVPD
Zn 0.2893 1.8335 -0.6285
Se -1.8720 -0.0626 -4.6591
Sb 0.1232 -0.0507 -3.2949
Se -0.5881 -0.3692 -0.9069
Se 0.9332 2.3268 -2.7997
Se 2.0257 -1.3034 -4.1011
C -1.2180 7.3532 2.4640
C -1.2356 5.8283 2.4224
C -1.9146 5.2644 3.6664
C -1.9572 5.3515 1.1654
O 0.1290 5.4027 2.4743
Si 0.9862 4.3426 1.5415
S 0.1216 2.4437 1.5803
O 1.0931 4.8200 -0.0151
C 1.8994 5.7831 -0.6987
C 1.0782 6.2153 -1.9058
C 3.1849 5.0901 -1.1353
C 2.2097 6.9823 0.1953
O 2.5236 4.4154 2.1365
C 3.0402 4.3786 3.4629
C 2.7366 5.6895 4.1846
C 4.5466 4.2053 3.3047
C 2.4492 3.1959 4.2263
H -2.2305 7.7451 2.5856
H -0.8037 7.7535 1.5375
H -0.6028 7.6971 3.2976
H -2.9496 5.6075 3.7366
H -1.3762 5.5816 4.5621
H -1.9088 4.1741 3.6234
H -2.9558 5.7940 1.1318
H -2.0545 4.2668 1.1548
H -1.4145 5.6534 0.2685
H 0.8463 5.3488 -2.5264
H 1.6308 6.9446 -2.5034
H 0.1407 6.6703 -1.5773
H 2.9670 4.3096 -1.8652
H 3.6673 4.6379 -0.2679
H 3.8737 5.8133 -1.5816
H 1.2960 7.3660 0.6515
H 2.6603 7.7791 -0.4012
H 2.9035 6.7048 0.9892
H 3.1940 6.5261 3.6518
H 3.1398 5.6600 5.2002
H 1.6622 5.8571 4.2296
H 4.9541 5.0312 2.7190
H 4.7605 3.2734 2.7800
H 5.0399 4.1856 4.2792
H 1.3768 3.3317 4.3810
H 2.9314 3.0933 5.2018
H 2.5927 2.2777 3.6557
F -5.1694 -0.0654 7.2008
C -4.3475 -0.2042 6.1253
C -2.9988 -0.3855 6.3363
C -2.1692 -0.5376 5.2284
C -2.6705 -0.5055 3.9303
C -4.0436 -0.3081 3.7730
C -4.8945 -0.1577 4.8595
Sb -1.5198 -0.8531 2.0964
C -2.5453 -2.7227 1.7819
C -3.0231 -3.5115 2.8274
C -3.8002 -4.6360 2.5853
C -4.0976 -4.9533 1.2750
F -4.8646 -6.0488 1.0344
C -3.6492 -4.2040 0.2095
C -2.8702 -3.0825 0.4734
C 0.1428 -1.6454 3.2083
C 1.0090 -0.7086 3.7744
C 2.0387 -1.0961 4.6227
C 2.1905 -2.4410 4.8887
F 3.1895 -2.8352 5.7218
C 1.3712 -3.4022 4.3357
C 0.3433 -2.9916 3.4945
H -2.6113 -0.4148 7.3467
H -1.1078 -0.6798 5.3964
H -4.4716 -0.2749 2.7754
H -5.9604 -0.0157 4.7367
H -2.7914 -3.2483 3.8539
H -4.1783 -5.2543 3.3891
H -3.9053 -4.4881 -0.8023
H -2.5061 -2.4845 -0.3557
H 0.8861 0.3455 3.5420
H 2.7144 -0.3763 5.0658
H 1.5404 -4.4472 4.5607
H -0.3000 -3.7416 3.0500
```

Output
- HOMO level (eV) = -1.76
- orbital gap (eV) = 5.485
- net charge = -2
- energy above the lowest of the compared OMol25 structures with the same formula, charge and spin (kcal/mol) = 12.60
- strongest force on any atom (eV/A) = 0.685


Entry 4:
The following is a quantum chemistry calculation of an isolated molecule of C2H3ClSi, from the Open Molecules 2025 dataset.

```
7
C2H3ClSi ωB97M-V/def2-TZVPD
C -0.7479 0.7558 0.8370
C 0.1890 1.6043 0.5668
Si 0.5396 -0.0027 -0.3053
Cl 0.4447 3.4264 1.3332
H -1.6915 0.6095 1.4076
H 1.3560 -0.9785 0.4422
H -0.2638 -0.4677 -1.4899
```

Output
- HOMO level (eV) = -9.82
- orbital gap (eV) = 9.226
- net charge = 0
- energy above the lowest of the compared OMol25 structures with the same formula, charge and spin (kcal/mol) = 59.93
- strongest force on any atom (eV/A) = 2.931


Entry 5:
The following is a quantum chemistry calculation of a cluster of 6 separate species, C5H25N2O6 in total, from the Open Molecules 2025 dataset.

```
38
C5H25N2O6 ωB97M-V/def2-TZVPD
N -0.4648 -1.0120 -2.4592
C -0.2906 -2.3781 -1.6771
C -0.2787 -2.0772 -0.1024
N -0.6564 -0.6700 0.1357
C -1.8679 -0.0891 2.1518
C -2.0040 -0.3327 0.5016
C -2.4420 0.9477 -0.2132
O -2.5481 0.5756 -1.5596
H 0.1824 -0.3298 -1.9442
H -1.5007 -0.6904 -2.3976
H -0.1418 -1.0164 -3.4355
H 0.6560 -2.7104 -2.0385
H -1.1081 -3.0900 -1.8740
H -0.7680 -2.9115 0.4211
H 0.7374 -2.1165 0.4021
H 0.1426 -0.1417 0.4321
H -2.9152 -0.1957 2.4975
H -1.8485 0.9543 2.4905
H -1.0638 -0.6109 2.6051
H -2.7615 -1.1460 0.2819
H -3.4645 1.4910 0.0739
H -1.7255 1.7948 -0.2279
H -3.4896 0.1865 -1.6286
H 3.1275 -1.5138 2.0661
H 2.1484 -0.9913 3.0441
O 2.2643 -1.1404 2.0500
H 3.4305 0.4862 0.5560
H 3.5990 1.2417 -0.6636
O 3.7293 1.3075 0.2747
H 1.2870 1.7848 3.6760
H 0.8707 0.8793 2.5797
O 1.2168 0.9036 3.5261
H 0.5852 1.4728 -4.0895
H 1.7779 1.6104 -3.1643
O 1.2056 0.8843 -3.5455
H 0.7603 2.6795 0.1148
H 0.1484 2.3402 1.4505
O 0.4424 1.9560 0.6385
```

Output
- HOMO level (eV) = -11.77
- orbital gap (eV) = 8.836
- net charge = +1
- energy above the lowest of the compared OMol25 structures with the same formula, charge and spin (kcal/mol) = 92.36
- strongest force on any atom (eV/A) = 4.976


Entry 6:
The following is a quantum chemistry calculation of a cluster of 3 separate species, C4H13N3 in total, from the Open Molecules 2025 dataset.

```
20
C4H13N3 ωB97M-V/def2-TZVPD
C 0.0145 4.2549 0.6779
C 0.7683 3.8079 1.6926
C 1.6250 4.7711 -1.6020
C -1.0828 -10.1349 -1.2259
N -2.0134 -9.8071 -0.4099
N 0.1826 5.3211 -0.1467
N 0.4689 2.6913 2.3395
H -0.6470 3.3913 0.3205
H 1.5275 4.3710 2.2326
H 2.5049 5.1411 -1.1988
H 1.1393 3.8199 -1.6613
H 1.1987 5.5768 -2.1974
H -0.0595 -10.3160 -1.0991
H -1.3434 -9.9829 -2.2769
H -1.9156 -9.7471 0.5894
H -2.9506 -9.5960 -0.9262
H -0.5880 5.6451 -0.6489
H 0.5722 6.1607 0.2380
H -0.2713 2.1361 2.1202
H 0.8697 2.4958 3.1825
```

Output
- HOMO level (eV) = -13.25
- orbital gap (eV) = 6.023
- net charge = +2
- energy above the lowest of the compared OMol25 structures with the same formula, charge and spin (kcal/mol) = 82.72
- strongest force on any atom (eV/A) = 5.337


Entry 7:
The following is a quantum chemistry calculation of a cluster of 10 separate species, C27H44ClN9O6S in total, from the Open Molecules 2025 dataset.

```
88
C27H44ClN9O6S ωB97M-V/def2-TZVPD
C -6.2567 -0.3288 2.7224
C -6.6613 -1.4924 1.8364
C -5.5017 -2.1496 1.0861
C -4.4584 -1.2103 0.5540
O -5.0431 -0.1948 -0.2757
C -4.2058 0.3990 -1.1491
Cl -3.6381 -0.7168 -2.4720
O -5.0422 1.3030 -1.8522
S -4.3822 2.7561 -2.0137
O -5.0347 3.5914 -1.0911
O -4.4115 3.2116 -3.3413
O -2.9383 2.3258 -1.5787
C -2.9843 1.2355 -0.6044
C -3.3473 1.9128 0.7318
C -1.7117 0.4185 -0.6109
C -0.5684 0.9464 0.2583
O 0.2734 -0.1239 0.6649
H -5.7349 0.4443 2.1812
H -7.1471 0.1056 3.1620
H -5.6633 -0.6948 3.5556
H -7.1009 -2.2558 2.4710
H -7.4438 -1.1948 1.1455
H -4.9870 -2.8144 1.7734
H -5.9175 -2.7661 0.2979
H -3.7700 -1.8086 -0.0367
H -3.8619 -0.7910 1.3569
H -2.9255 1.3038 1.5205
H -4.4060 2.0240 0.8849
H -2.8329 2.8601 0.7290
H -1.9401 -0.5864 -0.2929
H -1.3358 0.3704 -1.6231
H -0.9048 1.4191 1.1722
H 0.0129 1.6686 -0.3120
H 0.2083 -0.8532 0.0305
C -1.0489 -2.9898 -4.3711
C -0.3545 -2.2638 -3.3206
N 0.1304 -1.6658 -2.4708
H -1.7422 -2.3365 -4.8983
H -0.3447 -3.3919 -5.0973
H -1.6165 -3.8205 -3.9555
C -5.1104 2.5969 5.8907
C -5.0916 2.6554 4.4383
N -5.0761 2.7003 3.2930
H -5.7573 3.3700 6.3012
H -5.4780 1.6314 6.2342
H -4.1112 2.7418 6.2974
C 2.6738 -2.0569 0.3722
C 1.5679 -2.8727 0.8447
N 0.6904 -3.5080 1.2248
H 2.9797 -1.3304 1.1245
H 3.5438 -2.6661 0.1352
H 2.4029 -1.5045 -0.5239
C 3.8111 2.1560 -0.2952
C 4.5878 1.2499 0.5314
N 5.2022 0.5319 1.1829
H 3.6789 3.1207 0.1946
H 4.3093 2.3356 -1.2456
H 2.8279 1.7473 -0.5124
C 4.7954 -2.8428 3.8718
C 4.8095 -3.6619 2.6720
N 4.8209 -4.3043 1.7221
H 5.7966 -2.7333 4.2839
H 4.4121 -1.8449 3.6626
H 4.1671 -3.2832 4.6438
C 8.8848 -3.6240 3.9965
C 8.3068 -3.2460 5.2770
N 7.8426 -2.9482 6.2823
H 9.9387 -3.3557 3.9531
H 8.8022 -4.6974 3.8360
H 8.3738 -3.1215 3.1763
C -4.2410 4.6310 -6.4343
C -4.0822 4.4814 -7.8724
N -3.9561 4.3619 -9.0059
H -4.8719 5.4857 -6.1970
H -4.6993 3.7476 -5.9943
H -3.2795 4.7805 -5.9473
C 4.6763 0.3624 -4.0380
C 3.8141 0.0293 -2.9224
N 3.1869 -0.2411 -2.0012
H 4.1626 0.2529 -4.9934
H 5.0248 1.3836 -3.9586
H 5.5502 -0.2850 -4.0531
C 8.0414 0.7794 -0.6783
C 7.3000 1.4122 -1.7559
N 6.7011 1.9037 -2.6024
H 8.8668 1.4109 -0.3542
H 7.3918 0.5981 0.1777
H 8.4515 -0.1761 -1.0009
```

Output
- HOMO level (eV) = -10.23
- orbital gap (eV) = 10.568
- net charge = 0
- strongest force on any atom (eV/A) = 1.632


Entry 8:
The following is a quantum chemistry calculation of a cluster of 5 separate species, C7H17NO4 in total, from the Open Molecules 2025 dataset.

```
29
C7H17NO4 ωB97M-V/def2-TZVPD
C -1.2679 1.9088 0.3409
C -0.2374 2.7111 0.7714
N 0.8082 1.8596 1.0975
C 0.4276 0.5617 0.8437
C -0.9238 0.5547 0.5500
C -1.7717 -0.5870 0.0613
C 2.6015 -0.7247 1.0550
C 1.2793 -0.5959 1.0445
H -2.2305 2.3099 0.0574
H -0.0769 3.7232 0.4427
H 1.7241 2.2703 1.1434
H -1.0861 -1.4214 0.0639
H -2.6810 -0.7691 0.6265
H -2.1671 -0.4227 -0.9452
H 3.2774 0.1190 1.2249
H 3.2035 -1.6201 0.9831
H 0.7731 -1.5442 0.8907
H -1.3734 -3.0101 2.4260
H -0.9426 -1.6036 2.8608
O -1.4090 -2.0827 2.1660
H -1.0343 -3.8068 0.2216
H -1.0892 -3.6258 -1.2397
O -0.5287 -4.0376 -0.5695
H 0.3755 1.0596 -3.7931
H -0.6284 1.9296 -3.1153
O -0.5225 1.0273 -3.4400
H 2.5864 2.2059 -1.8831
H 1.2611 1.3952 -1.7793
O 1.6528 2.2158 -2.1062
```

Output
- HOMO level (eV) = -7.80
- orbital gap (eV) = 8.253
- net charge = 0
- energy above the lowest of the compared OMol25 structures with the same formula, charge and spin (kcal/mol) = 23.75
- strongest force on any atom (eV/A) = 1.972